C11H15NOS | wB97M-V/def2-TZVPD

Structure (ORCA input):
```
! wB97M-V def2-TZVPD RIJCOSX def2/J DEFGRID3
* xyz 0 1
C 3.186 -0.918 -0.767
C 2.813 -0.747 -2.023
C -0.892 -0.649 0.762
C -1.837 0.099 0.186
C 2.820 -0.268 0.506
C 0.147 0.066 1.600
C -1.810 1.571 0.455
C 0.830 1.096 0.762
C -0.697 -2.121 0.618
C -2.900 -0.360 -0.761
C 2.745 1.990 -0.413
N 2.124 1.006 0.436
O 3.059 -0.753 1.585
S -0.178 2.281 -0.004
H 3.845 -1.748 -0.529
H 2.093 -0.004 -2.355
H -0.337 0.565 2.449
H 0.878 -0.635 1.999
H -2.537 2.118 -0.142
H -1.966 1.804 1.512
H -1.500 -2.590 0.060
H -0.643 -2.583 1.603
H 0.246 -2.320 0.107
H -2.812 0.185 -1.700
H -3.887 -0.158 -0.347
H -2.823 -1.421 -0.975
H 3.811 2.024 -0.185
H 2.625 1.719 -1.470
H 2.298 2.968 -0.236
*
```

Output
molar mass = 209.31 Da
lowest unoccupied orbital energy = -0.7 eV
HOMO energy = -5.89 eV
frontier orbital gap = 5.200 eV
ΔE to the lowest compared entry with this formula, charge and spin = 130.9 kcal per mole


C5H12N3S4 | wB97M-V/def2-TZVPD

Structure (ORCA input):
```
! wB97M-V def2-TZVPD RIJCOSX def2/J DEFGRID3
* xyz 1 1
C 0.421 1.085 1.587
C 0.989 -0.911 0.234
C -0.096 0.826 -0.996
C 0.756 -2.457 0.536
C -1.529 1.197 -1.605
N 0.925 -0.113 1.499
N -0.082 -0.451 -0.645
N -0.252 1.733 0.704
S 2.732 -0.752 -0.325
S 1.249 1.727 -1.644
S -1.006 -3.013 0.323
S -2.964 0.633 -0.574
H 0.636 1.499 2.542
H 1.107 -2.878 1.399
H 1.266 -3.024 -0.269
H -1.702 0.734 -2.605
H -1.551 2.284 -1.657
H 1.130 -0.747 2.296
H -0.941 -0.923 -0.481
H -0.462 2.698 0.651
H 2.650 0.550 -0.303
H 0.394 2.178 -2.731
H -1.336 -3.061 1.582
H -2.335 1.186 0.483
*
```

Output
molar mass = 242.44 Da
lowest unoccupied orbital energy = -3.2 eV
HOMO energy = -12.82 eV
frontier orbital gap = 9.669 eV
ΔE to the lowest compared entry with this formula, charge and spin = 18.5 kcal per mole


C17H45CsN3O5 | wB97M-V/def2-TZVPD

Structure (ORCA input):
```
! wB97M-V def2-TZVPD RIJCOSX def2/J DEFGRID3
* xyz 1 1
O -0.797 -5.000 1.106
H -0.199 -5.747 1.188
H -1.402 -5.097 1.844
H -0.277 -4.195 1.167
Cs 5.562 -3.577 2.709
O 0.954 -0.883 1.631
H 0.320 -0.143 1.561
C -3.328 0.282 7.433
C -2.660 0.444 6.005
C -1.940 1.827 5.851
O -2.950 2.797 5.877
C -2.607 4.179 5.734
N -1.676 -0.632 5.937
H -4.294 0.767 7.575
H -2.635 0.430 8.261
H -3.682 -0.748 7.422
H -3.317 0.181 5.176
H -1.493 1.709 4.864
H -1.196 1.982 6.632
H -2.346 4.531 6.732
H -3.555 4.670 5.514
H -1.828 4.323 4.985
H -1.115 -0.298 5.166
H -1.104 -0.606 6.769
C 6.229 4.947 2.437
C 4.870 4.276 2.458
C 3.715 5.083 1.903
O 3.454 6.310 2.595
C 3.761 7.539 1.960
N 5.044 3.058 1.701
H 6.410 5.443 1.483
H 7.103 4.299 2.497
H 6.208 5.679 3.244
H 4.654 4.026 3.497
H 2.787 4.510 1.912
H 3.911 5.295 0.852
H 3.425 8.249 2.715
H 3.097 7.669 1.105
H 4.774 7.803 1.658
H 4.101 2.702 1.638
H 5.282 3.321 0.755
C -2.596 -1.296 -5.625
C -2.364 -2.369 -4.587
C -3.155 -3.685 -5.060
C -2.354 -4.510 -6.039
C -0.913 -4.757 -5.579
C -0.122 -3.486 -5.205
N -0.939 -2.750 -4.210
O -0.307 -1.609 -3.781
C 1.204 -3.953 -4.528
C 0.318 -2.712 -6.542
C -3.123 -2.033 -3.218
H -3.655 -1.040 -5.619
H -2.490 -1.492 -6.692
H -2.025 -0.388 -5.432
H -3.534 -4.314 -4.255
H -4.044 -3.412 -5.629
H -2.344 -4.062 -7.032
H -2.900 -5.452 -6.095
H -0.396 -5.246 -6.405
H -0.841 -5.531 -4.814
H 1.716 -3.040 -4.223
H 0.881 -4.518 -3.653
H 1.709 -4.613 -5.233
H 1.169 -2.098 -6.247
H 0.393 -3.442 -7.348
H -0.473 -2.066 -6.924
H -2.556 -1.454 -2.489
H -3.475 -2.925 -2.700
H -3.919 -1.355 -3.527
H -0.124 -1.797 -2.858
*
```

Output
molar mass = 504.47 Da
lowest unoccupied orbital energy = -4.4 eV
HOMO energy = -8.39 eV
frontier orbital gap = 3.966 eV


C19H62N10O12 | wB97M-V/def2-TZVPD

Structure (ORCA input):
```
! wB97M-V def2-TZVPD RIJCOSX def2/J DEFGRID3
* xyz 0 1
N -12.965 -8.720 -15.191
C -13.595 -7.744 -15.571
N -14.191 -7.230 -14.604
O -13.715 -7.243 -16.706
H -13.070 -8.857 -14.196
H -12.219 -9.098 -15.758
H -14.226 -7.592 -13.662
H -14.540 -6.300 -14.788
N -15.931 -2.119 -12.884
C -14.606 -2.056 -12.968
N -14.239 -0.936 -13.363
O -13.908 -2.993 -12.632
H -16.289 -2.957 -12.449
H -16.532 -1.313 -12.972
H -14.982 -0.256 -13.433
H -13.272 -0.715 -13.552
N -17.154 -1.595 -17.756
C -16.601 -1.348 -16.607
N -16.122 -2.401 -16.128
O -16.419 -0.304 -16.065
H -17.424 -2.490 -18.138
H -17.584 -0.831 -18.258
H -15.549 -2.331 -15.299
H -16.168 -3.256 -16.664
N -16.559 -3.550 -5.988
C -16.892 -4.615 -6.671
N -16.135 -4.918 -7.636
O -18.030 -5.044 -6.603
H -15.562 -3.477 -5.838
H -17.229 -3.026 -5.443
H -16.442 -5.419 -8.458
H -15.200 -4.538 -7.586
N -14.265 -3.611 -9.875
C -13.442 -3.656 -8.915
N -12.312 -3.330 -9.345
O -13.625 -4.207 -7.877
H -15.139 -4.109 -9.785
H -13.822 -3.366 -10.749
H -12.213 -2.657 -10.091
H -11.527 -3.417 -8.716
C -15.426 -7.282 -9.936
C -16.871 -7.426 -9.910
O -17.638 -6.256 -9.798
H -14.953 -8.255 -9.800
H -15.102 -6.464 -9.293
H -15.178 -7.021 -10.965
H -17.270 -8.023 -9.090
H -17.274 -7.791 -10.855
H -18.502 -6.402 -9.406
C -17.562 -9.332 -14.965
C -18.607 -8.370 -14.290
O -18.517 -8.683 -12.964
H -17.526 -9.120 -16.033
H -17.670 -10.414 -14.890
H -16.585 -9.295 -14.483
H -19.661 -8.492 -14.539
H -18.398 -7.318 -14.483
H -19.203 -8.098 -12.634
C -20.306 -3.923 -17.746
C -19.166 -4.880 -17.858
O -19.469 -6.249 -17.559
H -19.890 -2.931 -17.922
H -20.848 -3.973 -16.801
H -21.096 -3.967 -18.496
H -18.459 -4.494 -17.123
H -18.616 -4.749 -18.790
H -18.737 -6.756 -17.917
C -20.952 -1.400 -13.902
C -20.922 -0.440 -15.165
O -21.584 -0.847 -16.298
H -21.940 -1.662 -13.522
H -20.325 -0.994 -13.109
H -20.532 -2.383 -14.117
H -19.901 -0.190 -15.456
H -21.259 0.557 -14.880
H -22.248 -1.494 -16.050
C -19.604 -2.855 -10.571
C -20.724 -3.287 -9.725
O -20.276 -4.107 -8.632
H -20.020 -2.249 -11.376
H -19.081 -3.671 -11.069
H -18.974 -2.169 -10.006
H -21.316 -3.968 -10.336
H -21.280 -2.440 -9.323
H -19.936 -3.539 -7.937
C -18.170 -4.919 -13.982
C -16.889 -5.230 -13.247
O -16.778 -4.653 -11.967
H -19.071 -5.314 -13.511
H -18.045 -5.193 -15.029
H -18.381 -3.858 -14.111
H -16.076 -4.930 -13.908
H -16.852 -6.314 -13.139
H -16.971 -5.265 -11.253
C -22.037 -5.358 -12.905
C -21.530 -6.733 -13.152
O -20.897 -7.241 -12.020
H -22.854 -5.212 -13.612
H -21.228 -4.648 -13.076
H -22.462 -5.154 -11.922
H -20.867 -6.699 -14.016
H -22.285 -7.481 -13.395
H -21.575 -7.745 -11.563
*
```

Output
SMILES = NC(N)=O.NC(N)=O.NC(N)=O.NC(N)=O.NC(N)=O.CCO.CCO.CCO.CCO.CCO.CCO.CCO
molar mass = 622.76 Da
lowest unoccupied orbital energy = 0.4 eV
HOMO energy = -8.55 eV
frontier orbital gap = 8.918 eV
ΔE to the lowest compared entry with this formula, charge and spin = 167.5 kcal per mole


C3H6FNO2 | wB97M-V/def2-TZVPD

Structure (ORCA input):
```
! wB97M-V def2-TZVPD RIJCOSX def2/J DEFGRID3
* xyz 0 1
C -1.504 0.340 0.179
C -0.548 -0.448 -0.294
C 0.846 -0.668 0.215
F -0.756 -1.347 -1.286
H -1.182 1.045 0.847
H -2.459 0.337 -0.147
H 1.194 -0.027 1.042
H 1.702 -0.360 -0.559
H 0.925 -1.699 0.251
O 2.146 2.027 -0.915
N 1.336 1.954 -1.755
O 0.040 2.365 -1.297
H -0.335 2.262 -2.190
*
```

Output
SMILES = C=C(C)F.O=NO
molar mass = 107.08 Da
lowest unoccupied orbital energy = 0.0 eV
HOMO energy = -9.43 eV
frontier orbital gap = 9.409 eV
ΔE to the lowest compared entry with this formula, charge and spin = 106.2 kcal per mole


C42H46GaI2N4O | wB97M-V/def2-TZVPD

Structure (ORCA input):
```
! wB97M-V def2-TZVPD RIJCOSX def2/J DEFGRID3
* xyz 1 1
Ga -1.712 0.945 0.604
I 3.897 0.654 -3.026
C 2.076 -1.797 -1.287
C 3.012 -2.521 -2.215
C 2.903 -3.810 -2.499
I 4.406 -4.762 -3.588
C 0.566 -3.927 -1.488
C 0.213 -5.216 -0.762
C -0.690 -5.014 0.405
C -1.426 -3.911 0.448
N -1.405 -2.885 -0.568
C -0.217 -2.103 -0.713
C 1.157 -0.549 -1.628
O 0.476 -0.065 0.291
H 3.873 -1.994 -2.596
H -0.240 -5.917 -1.471
H -0.795 -5.769 1.177
H -2.124 -3.705 1.250
C 1.305 4.192 2.888
C -0.181 3.845 3.037
C -0.350 2.372 3.432
C -1.066 4.258 1.862
C -1.996 5.271 2.082
C -2.902 5.662 1.109
C -2.911 5.018 -0.115
C -2.013 3.993 -0.386
C -2.034 3.301 -1.742
C -1.472 4.225 -2.826
C -3.439 2.814 -2.115
C -1.075 3.648 0.598
N -0.227 2.529 0.324
C 1.017 2.722 0.101
C 2.029 1.708 -0.159
C 3.367 2.042 0.075
C 4.377 1.156 -0.199
C 4.070 -0.080 -0.956
C 2.819 -0.752 -0.373
C 1.691 0.287 -0.419
N -0.095 -0.707 -0.932
C 1.134 -2.818 -0.534
C -0.637 -3.038 -1.816
C 1.758 -4.663 -2.101
C 1.761 -5.449 -0.722
C 2.247 -4.661 0.475
C 1.810 -3.418 0.685
C 1.963 -2.701 2.017
C 0.981 -3.259 3.060
C 3.392 -2.787 2.565
C -1.265 -2.785 -3.164
C -0.204 -2.311 -4.159
C -2.438 -1.809 -3.095
H 1.790 4.159 3.866
H 1.443 5.194 2.477
H 1.828 3.477 2.249
H -0.549 4.437 3.876
H 0.075 1.705 2.675
H -1.403 2.124 3.572
H 0.171 2.171 4.370
H -2.006 5.763 3.049
H -3.604 6.461 1.312
H -3.627 5.313 -0.873
H -1.381 2.428 -1.693
H -2.096 5.116 -2.929
H -1.445 3.715 -3.791
H -0.459 4.552 -2.583
H -4.096 3.650 -2.364
H -3.907 2.261 -1.297
H -3.394 2.158 -2.987
H 1.399 3.747 0.097
H 3.593 3.019 0.490
H 5.408 1.382 0.041
H 4.904 -0.770 -1.007
H 3.080 -1.095 0.627
H 1.481 -5.350 -2.902
H 2.141 -6.467 -0.749
H 2.796 -5.201 1.242
H 1.688 -1.654 1.880
H 1.083 -4.343 3.141
H -0.053 -3.038 2.793
H 1.182 -2.818 4.040
H 3.602 -3.794 2.931
H 3.524 -2.098 3.402
H 4.141 -2.555 1.804
H -1.642 -3.754 -3.510
H 0.249 -1.371 -3.834
H -0.656 -2.143 -5.138
H 0.598 -3.044 -4.281
H -2.101 -0.828 -2.750
H -3.210 -2.161 -2.412
H -2.877 -1.690 -4.087
C -5.930 2.750 3.311
C -4.684 2.443 2.602
N -3.707 2.214 2.046
H -5.727 2.891 4.370
H -6.637 1.932 3.189
H -6.366 3.661 2.907
*
```

Output
molar mass = 946.39 Da
lowest unoccupied orbital energy (spin up / spin down) = -3.2 / -4.5 eV
HOMO energy (spin up / spin down) = -10.73 / -10.39 eV
frontier orbital gap (spin up / spin down) = 7.568 / 5.848 eV
ΔE to the lowest compared entry with this formula, charge and spin = 317.7 kcal per mole


Number 5 is which compound?
C3H6FNO2


What is the molar mass in the sixth record?
946.39 Da


Which of these has the lowest molar mass?
C3H6FNO2